Record 1
# C54H44BrCoF5N3O2P2S3

C54H44BrCoF5N3O2P2S3 as an isolated structure in a non-equilibrium geometry (ωB97M-V/def2-TZVPD, OMol25).

CARTESIAN COORDINATES (ANGSTROEM)
Co  -0.23  -0.48  0.11
S  -0.09  1.48  1.35
C  -0.60  1.00  2.90
N  -0.42  1.83  3.95
C  -0.91  1.45  5.25
C  -0.77  -0.06  5.41
N  -1.54  -0.69  4.37
C  -2.05  -2.02  4.63
C  -0.94  -3.05  4.69
C  -0.58  -3.75  3.55
C  0.47  -4.66  3.58
C  1.15  -4.88  4.76
C  0.79  -4.20  5.91
C  -0.25  -3.29  5.87
C  -1.26  -0.25  3.09
S  -1.72  -1.22  1.76
C  0.18  3.15  3.85
C  1.44  3.23  4.68
C  1.41  3.72  5.98
C  2.55  3.71  6.77
C  3.74  3.23  6.25
C  3.79  2.79  4.94
C  2.65  2.77  4.16
H  -1.96  1.74  5.36
H  -0.31  1.96  6.01
H  -1.15  -0.37  6.38
H  0.30  -0.33  5.33
H  -2.76  -2.28  3.85
H  -2.57  -1.98  5.59
H  -1.11  -3.59  2.63
H  0.74  -5.20  2.69
H  1.97  -5.60  4.79
H  1.31  -4.38  6.84
H  -0.53  -2.77  6.78
H  -0.55  3.88  4.20
H  0.41  3.34  2.80
H  0.49  4.13  6.38
H  2.50  4.07  7.78
H  4.62  3.20  6.87
H  4.73  2.45  4.52
H  2.69  2.40  3.15
F  -4.90  -3.77  -3.90
C  -4.60  -3.02  -2.83
C  -3.30  -2.93  -2.38
F  -2.32  -3.60  -3.00
C  -2.98  -2.13  -1.29
F  -1.67  -2.06  -0.95
C  -3.95  -1.42  -0.57
S  -3.67  -0.39  0.80
C  -5.26  -1.53  -1.05
F  -6.23  -0.85  -0.44
C  -5.59  -2.30  -2.16
F  -6.86  -2.37  -2.57
O  -1.45  0.59  -1.48
P  -1.22  1.57  -2.56
C  0.58  2.04  -2.66
P  1.58  0.50  -2.52
O  1.24  -0.29  -1.30
C  3.32  0.95  -2.29
C  4.35  0.40  -3.05
C  5.66  0.57  -2.64
C  5.94  1.29  -1.49
C  4.92  1.84  -0.73
C  3.61  1.66  -1.13
C  1.26  -0.48  -4.00
C  0.63  -1.70  -3.80
C  0.32  -2.51  -4.87
C  0.65  -2.09  -6.15
C  1.29  -0.88  -6.36
C  1.59  -0.06  -5.29
C  -1.72  0.96  -4.20
C  -1.34  1.58  -5.38
C  -1.78  1.07  -6.59
C  -2.60  -0.04  -6.62
C  -3.01  -0.63  -5.44
C  -2.57  -0.13  -4.23
C  -2.08  3.14  -2.27
C  -1.81  3.81  -1.08
C  -2.41  5.03  -0.82
C  -3.28  5.59  -1.75
C  -3.58  4.90  -2.92
C  -2.98  3.68  -3.18
H  0.79  2.67  -1.79
H  0.81  2.59  -3.57
H  4.12  -0.17  -3.94
H  6.46  0.14  -3.22
H  6.97  1.40  -1.16
H  5.13  2.39  0.17
H  2.79  2.05  -0.54
H  0.40  -2.00  -2.79
H  -0.17  -3.45  -4.71
H  0.42  -2.73  -7.00
H  1.55  -0.57  -7.36
H  2.09  0.89  -5.44
H  -0.71  2.46  -5.36
H  -1.48  1.55  -7.52
H  -2.94  -0.43  -7.57
H  -3.68  -1.49  -5.47
H  -2.88  -0.56  -3.30
H  -1.14  3.36  -0.36
H  -2.20  5.55  0.10
H  -3.72  6.55  -1.57
H  -4.28  5.31  -3.62
H  -3.21  3.15  -4.09
Br  2.55  -0.51  2.49
C  2.30  -2.03  1.41
C  3.33  -2.96  1.36
C  3.16  -4.07  0.55
C  1.97  -4.20  -0.15
C  1.00  -3.23  0.00
N  1.15  -2.14  0.76
H  4.23  -2.82  1.94
H  3.94  -4.81  0.46
H  1.78  -5.05  -0.78
H  0.05  -3.33  -0.49

Output
energy	-8732.22123	Eh
energy relative to the best compared isomer or geometry (same formula, charge and spin)	1.040	eV
spin multiplicity	4
frontier orbital gap (spin up / spin down)	6.00 / 6.01	eV
charge	+1
E_HOMO (spin up / spin down)	-0.3109 / -0.3121	hartree

Atom charges from the Löwdin analysis, given in e for atoms 1 to 6: atom 1 (Co): 0.332, atom 2 (S): 0.693, atom 3 (C): -0.649, atom 4 (N): -0.102, atom 5 (C): -0.107, atom 6 (C): -0.132


Record 2
# C54H45BrN7PPd

C54H45BrN7PPd as an isolated structure (ωB97M-V/def2-TZVPD, OMol25).

CARTESIAN COORDINATES (ANGSTROEM)
Pd  -0.06  -0.41  0.64
C  2.37  -1.51  -4.22
N  2.22  -1.45  -2.77
C  1.26  -0.80  -2.07
N  1.48  -0.98  -0.77
C  2.59  -1.76  -0.63
C  3.06  -2.07  -1.88
C  4.22  -2.89  -2.29
C  4.06  -4.24  -2.59
C  5.15  -5.00  -2.98
C  6.41  -4.42  -3.06
C  6.57  -3.07  -2.76
C  5.48  -2.31  -2.37
C  3.15  -2.12  0.69
C  3.62  -1.11  1.53
C  4.18  -1.43  2.76
C  4.27  -2.75  3.15
C  3.81  -3.76  2.32
C  3.25  -3.45  1.09
P  0.10  0.40  -2.79
C  0.26  1.74  -1.53
N  0.02  1.58  -0.23
C  0.12  2.81  0.36
C  0.41  3.74  -0.61
N  0.50  3.04  -1.79
C  0.84  3.63  -3.09
C  0.63  5.19  -0.49
C  1.61  5.66  0.38
C  1.82  7.02  0.53
C  1.04  7.93  -0.18
C  0.05  7.47  -1.04
C  -0.15  6.11  -1.19
C  -0.10  2.99  1.81
C  -1.08  3.87  2.27
C  -1.31  3.99  3.63
C  -0.58  3.23  4.54
C  0.40  2.36  4.08
C  0.64  2.24  2.72
C  -1.47  -0.17  -2.03
N  -1.57  -0.84  -0.90
C  -2.80  -0.55  -0.35
C  -3.48  0.27  -1.22
N  -2.63  0.48  -2.28
C  -2.93  1.28  -3.47
C  -4.82  0.86  -1.11
C  -4.99  2.24  -1.14
C  -6.25  2.79  -1.00
C  -7.35  1.96  -0.83
C  -7.19  0.59  -0.79
C  -5.93  0.03  -0.93
C  -3.12  -0.93  1.04
C  -3.11  0.08  2.01
C  -3.30  -0.24  3.35
C  -3.50  -1.57  3.72
C  -3.51  -2.57  2.75
C  -3.32  -2.25  1.42
H  1.51  -1.05  -4.69
H  2.44  -2.55  -4.53
H  3.28  -1.00  -4.53
H  3.08  -4.69  -2.52
H  5.03  -6.05  -3.21
H  7.26  -5.01  -3.36
H  7.55  -2.62  -2.81
H  5.61  -1.26  -2.13
H  3.57  -0.08  1.20
H  4.56  -0.64  3.40
H  4.72  -3.00  4.11
H  3.89  -4.80  2.63
H  2.90  -4.23  0.43
H  1.74  4.23  -2.99
H  0.04  4.26  -3.45
H  1.02  2.83  -3.80
H  2.22  4.95  0.93
H  2.59  7.38  1.20
H  1.20  8.99  -0.07
H  -0.56  8.17  -1.59
H  -0.94  5.75  -1.84
H  -1.65  4.46  1.56
H  -2.07  4.67  3.99
H  -0.76  3.33  5.60
H  1.00  1.80  4.79
H  1.43  1.59  2.36
H  -3.99  1.21  -3.68
H  -2.37  0.90  -4.31
H  -2.68  2.33  -3.30
H  -4.13  2.89  -1.25
H  -6.38  3.87  -1.02
H  -8.34  2.39  -0.72
H  -8.05  -0.06  -0.65
H  -5.79  -1.04  -0.90
H  -2.96  1.11  1.71
H  -3.29  0.54  4.09
H  -3.65  -1.82  4.76
H  -3.68  -3.60  3.04
H  -3.34  -3.03  0.66
C  -0.60  -6.01  0.13
C  -0.34  -4.86  1.06
C  -0.12  -5.03  2.43
C  0.13  -3.95  3.25
C  0.14  -2.70  2.67
Br  0.45  -1.13  3.65
N  -0.08  -2.50  1.38
C  -0.31  -3.55  0.59
H  -0.65  -6.95  0.67
H  0.18  -6.09  -0.62
H  -1.55  -5.87  -0.39
H  -0.13  -6.03  2.85
H  0.31  -4.06  4.31
H  -0.49  -3.33  -0.45

Output
energy	-5510.94028	Eh
spin multiplicity	3
frontier orbital gap (spin up / spin down)	8.44 / 6.35	eV
charge	+2
E_HOMO (spin up / spin down)	-0.4752 / -0.4749	hartree

Atom charges from the Löwdin analysis, given in e for atoms 1 to 6: atom 1 (Pd): 1.064, atom 2 (C): 0.015, atom 3 (N): -0.041, atom 4 (C): -0.425, atom 5 (N): 0.030, atom 6 (C): -0.169